No. 1
# C12H17N

A 2-piece molecular cluster, C12H17N overall (the ωB97M-V functional and the def2-TZVPD basis, the OMol25 dataset).

Max |F|, hartree/bohr: 0.0314
ΔE to the lowest compared entry with this formula, charge and spin, kcal/mol: 18.6
Orbital gap, eV: 9.0
HOMO, eV: -8.00
SMILES string: Cc1c[nH]c2ccccc12.CCC

Structure (ORCA input):
```
! wB97M-V def2-TZVPD RIJCOSX def2/J DEFGRID3
* xyz 0 1
C -3.02 -0.35 -0.97
C 0.60 -1.29 -1.25
C -0.57 -1.16 -0.47
C -1.56 -0.52 -1.28
C -0.99 -0.30 -2.49
C 1.74 -1.93 -0.78
C 1.72 -2.40 0.52
C -0.62 -1.81 0.77
C 0.55 -2.33 1.29
N 0.30 -0.82 -2.52
H 0.99 -0.32 -3.05
H 2.61 -1.99 -1.43
H -1.45 0.03 -3.41
H 2.64 -2.85 0.87
H -1.56 -1.95 1.29
H -3.37 -1.28 -0.51
H -3.61 -0.24 -1.86
H 0.68 -2.65 2.31
H -3.22 0.49 -0.31
C 0.12 2.20 1.27
C 0.77 2.29 -0.12
C 1.13 2.02 2.42
H -0.59 3.00 1.45
H -0.39 1.28 1.27
H 0.60 3.23 -0.64
H 1.14 1.03 2.86
H 0.55 1.39 -0.70
H 1.87 2.24 -0.05
H 2.12 2.40 2.21
H 0.79 2.57 3.30
*
```

=====

No. 2
# C12H17N

A 2-piece molecular cluster, C12H17N overall (the ωB97M-V functional and the def2-TZVPD basis, the OMol25 dataset).

Max |F|, hartree/bohr: 0.0961
ΔE to the lowest compared entry with this formula, charge and spin, kcal/mol: 51.4
Orbital gap, eV: 8.9
HOMO, eV: -7.91
SMILES string: Cc1c[nH]c2ccccc12.CCC

Structure (ORCA input):
```
! wB97M-V def2-TZVPD RIJCOSX def2/J DEFGRID3
* xyz 0 1
C 3.22 -0.47 -0.19
C 1.46 0.76 -1.43
C 1.93 -0.33 -0.78
C -0.17 -0.77 -1.43
C 0.86 -1.28 -0.71
C -1.46 -1.41 -1.49
C 0.72 -2.51 -0.03
C -1.67 -2.64 -0.91
C -0.58 -3.13 -0.10
N 0.14 0.49 -1.99
H 2.03 1.65 -1.63
H -0.42 1.07 -2.54
H 3.61 -1.43 -0.16
H 3.15 -0.25 0.84
H -2.25 -0.92 -2.05
H 1.46 -3.18 0.35
H -2.76 -3.06 -0.95
H -0.91 -3.90 0.55
H 3.95 0.17 -0.61
C -0.70 1.42 1.49
C -2.30 1.55 1.61
C -0.18 2.75 1.22
H -0.12 0.92 2.24
H -0.77 0.65 0.71
H -2.72 2.60 1.69
H -0.34 3.42 2.03
H -2.69 0.84 2.32
H -2.68 1.11 0.66
H 0.88 2.68 0.99
H -0.70 3.22 0.30
*
```

=====

No. 3
# C12H17N2

An isolated ion of composition C12H17N2 and charge +1 (the ωB97M-V functional and the def2-TZVPD basis, the OMol25 dataset).

Max |F|, hartree/bohr: 0.0811
ΔE to the lowest compared entry with this formula, charge and spin, kcal/mol: 64.3
Orbital gap, eV: 7.2
HOMO, eV: -11.38
SMILES string: CC#[N+]c1ccccc1N(C)C(C)C

Structure (ORCA input):
```
! wB97M-V def2-TZVPD RIJCOSX def2/J DEFGRID3
* xyz 1 1
C 3.09 -0.82 1.66
C 3.09 0.39 1.00
C 1.94 -1.60 1.64
C 2.03 0.78 0.31
C 0.83 -1.21 0.88
C 0.88 0.01 0.22
C -1.17 -2.70 1.21
C -2.44 -3.02 1.65
C -1.71 2.44 -0.88
C 0.34 2.08 -2.32
C -1.17 -0.49 -1.05
C -0.23 1.84 -0.91
N -0.35 -1.94 0.94
N -0.19 0.43 -0.54
H 3.90 -1.06 2.34
H 4.06 0.93 1.12
H 1.92 -2.60 2.14
H 2.10 1.68 -0.31
H -2.78 -2.32 2.33
H -2.30 -4.01 2.19
H -3.07 -3.17 0.81
H -1.69 3.36 -0.47
H -2.08 2.54 -1.86
H -2.28 1.82 -0.21
H -0.46 1.78 -3.06
H 1.14 1.36 -2.65
H 0.45 3.14 -2.45
H -1.91 -0.84 -0.22
H -1.62 0.05 -1.84
H -0.61 -1.40 -1.46
H 0.29 2.52 -0.20
*
```